[1]
{
  "formula": "C2H6Cl2HgO2",
  "method": "ωB97M-V/def2-TZVPD",
  "symbols": ["Hg", "C", "O", "H", "H", "H", "C", "O", "H", "H", "H", "Cl", "Cl"],
  "positions_angstrom": [[0.193155, -0.574577, -0.576408], [2.869035, -0.921037, 1.296212], [1.686745, -1.508317, 0.831792], [2.754435, -0.400967, 2.247252], [3.520965, -1.785647, 1.420872], [3.415765, -0.252427, 0.631282], [-3.040785, 1.068273, -0.261158], [-2.135855, 0.299003, -1.027708], [-4.017125, 0.618993, -0.079488], [-2.490455, 1.346193, 0.637732], [-3.394445, 1.911213, -0.854858], [-0.343575, -1.789017, -2.951828], [0.982135, 1.988313, -1.313698]],
  "forces_ev_per_angstrom": [[1.859, -0.048, -0.867], [-0.275, -0.587, -0.354], [-1.386, 0.680, -0.816], [-0.081, 0.112, 0.297], [0.509, -0.033, 0.431], [-0.267, 0.277, -0.422], [1.505, -0.016, -0.473], [-1.551, 0.232, 0.267], [0.212, -0.994, 0.199], [-0.688, 0.344, 0.269], [0.527, 0.473, -0.182], [0.116, 0.440, 1.201], [-0.480, -0.881, 0.450]],
  "lowdin_charge": [0.771, -0.331, -0.503, 0.049, 0.055, 0.052, -0.162, -0.184, 0.089, 0.077, 0.086, -0.481, -0.519],
  "e_homo_ev": [-5.303, -5.301],
  "multiplicity": 2,
  "lumo_energy_ev": [2.6, 0.6],
  "total_charge": -1,
  "homo_lumo_gap_ev": [7.92, 5.92]
}

[2]
{
  "formula": "C2H6Cl2NOP",
  "method": "ωB97M-V/def2-TZVPD",
  "symbols": ["C", "O", "N", "C", "P", "Cl", "Cl", "H", "H", "H", "H", "H", "H"],
  "positions_angstrom": [[0.763722, 1.026764, 1.214379], [0.457958, 0.777742, -0.127385], [-0.089135, -0.553795, -0.194344], [0.686254, -1.126818, -1.289660], [-2.111553, -0.218043, -0.613626], [-2.330194, 1.721360, -0.302467], [-2.679150, -1.066059, 1.096690], [1.587812, 1.654797, 1.166138], [0.817066, -0.042830, 1.785296], [-0.061600, 1.479612, 1.747723], [0.412186, -2.066725, -1.527620], [0.736454, -0.417859, -2.098163], [1.810180, -1.168144, -0.856960]],
  "forces_ev_per_angstrom": [[-1.708, -3.372, 1.646], [-0.364, -1.035, -0.137], [-2.199, 1.419, -0.714], [3.319, 3.178, 2.267], [2.635, -1.790, -1.079], [0.121, 0.959, 0.381], [-0.388, -0.239, 0.923], [1.813, 0.917, 0.640], [0.807, 2.574, -1.290], [-0.355, 0.590, 0.002], [-1.203, -3.047, -0.915], [-0.063, -0.073, -0.763], [-2.416, -0.079, -0.960]],
  "lowdin_charge": [-0.139, -0.353, -0.344, -0.142, 0.129, 0.215, 0.154, 0.056, 0.140, 0.050, 0.027, 0.068, 0.139],
  "e_homo_ev": -8.704,
  "smiles": "CON(C)P(Cl)Cl",
  "lumo_energy_ev": 0.7,
  "relative_energy_kcal_mol": 105.1,
  "homo_lumo_gap_ev": 9.40
}

[3]
{
  "formula": "C2H6Cl2NP",
  "method": "ωB97M-V/def2-TZVPD",
  "symbols": ["C", "C", "N", "P", "Cl", "Cl", "H", "H", "H", "H", "H", "H"],
  "positions_angstrom": [[0.000676, 0.237299, 1.089016], [-0.797338, 0.295201, -1.007760], [0.383505, 0.480523, -0.242782], [1.821046, 0.249925, -1.008238], [3.118181, 0.315492, 0.481150], [-0.918003, -2.570338, -0.221594], [-0.859600, 0.771924, 1.397683], [-0.129175, -0.974193, 1.162471], [0.739930, 0.535708, 1.769356], [-1.450235, 1.027290, -0.780310], [-0.554728, 0.335135, -2.037898], [-1.354257, -0.703968, -0.601092]],
  "forces_ev_per_angstrom": [[0.952, -2.715, 1.722], [0.027, -2.667, -0.408], [0.945, -0.856, -0.969], [-1.722, 0.295, 0.337], [0.477, -0.090, 0.492], [0.153, -0.511, 0.215], [-1.212, 0.275, -0.272], [-0.194, 2.414, -0.280], [1.349, 0.246, 0.955], [-2.159, 2.894, 0.704], [-0.158, -0.445, -1.229], [1.542, 1.160, -1.267]],
  "lowdin_charge": [-0.188, -0.236, -0.546, 0.693, 0.263, -0.244, 0.090, 0.058, 0.029, 0.053, 0.063, -0.035],
  "e_homo_ev": -8.208,
  "lumo_energy_ev": -2.2,
  "relative_energy_kcal_mol": 55.2,
  "homo_lumo_gap_ev": 5.96
}

[4]
{
  "formula": "C2H6Cl2O",
  "method": "ωB97M-V/def2-TZVPD",
  "symbols": ["C", "C", "Cl", "Cl", "H", "H", "H", "H", "O", "H", "H"],
  "positions_angstrom": [[-1.488337, 0.436048, -0.210350], [-1.593835, -0.552966, 0.980695], [-3.285980, -0.528841, 1.536012], [-1.099041, -2.237019, 0.596909], [-1.871484, -0.054957, -1.120697], [-0.413611, 0.642616, -0.347830], [-2.016934, 1.395169, -0.078921], [-0.891770, -0.342392, 1.812944], [4.267797, 0.145380, -0.762213], [3.484558, 0.715091, -0.936054], [4.908636, 0.381871, -1.470493]],
  "forces_ev_per_angstrom": [[0.799, -0.748, -0.045], [0.220, 0.600, -0.001], [0.146, -0.139, 0.288], [-0.156, 0.318, -0.395], [0.119, 0.218, 0.398], [-0.394, -0.020, -0.168], [0.162, -0.619, 0.365], [-0.899, 0.387, -0.439], [-0.160, 0.837, -0.898], [0.881, -0.603, 0.146], [-0.719, -0.231, 0.750]],
  "lowdin_charge": [-0.197, -1.137, 0.540, 0.524, 0.073, 0.070, 0.072, 0.056, -0.090, 0.042, 0.047],
  "e_homo_ev": -10.921,
  "smiles": "CC(Cl)Cl.O",
  "lumo_energy_ev": 0.6,
  "relative_energy_kcal_mol": 7.0,
  "homo_lumo_gap_ev": 11.50
}

[5]
{
  "formula": "C2H6ClF",
  "method": "ωB97M-V/def2-TZVPD",
  "symbols": ["C", "C", "Cl", "H", "H", "H", "H", "H", "F", "H"],
  "positions_angstrom": [[-0.532953, -0.583754, 1.940541], [0.444902, -0.591890, 0.781953], [-0.395337, -0.358544, -0.784258], [-1.067561, 0.367297, 1.993599], [-1.266111, -1.389280, 1.838842], [0.011600, -0.727882, 2.879577], [0.977662, -1.541150, 0.711274], [1.176214, 0.213149, 0.867879], [0.812420, 1.603766, -1.187392], [0.105443, 1.793082, -0.607212]],
  "forces_ev_per_angstrom": [[-0.020, -0.093, -0.005], [0.049, -0.091, 0.110], [-1.367, -2.260, 0.569], [0.026, -0.084, 0.009], [0.105, 0.141, 0.007], [-0.055, 0.028, -0.094], [-0.073, 0.124, -0.017], [-0.039, -0.098, -0.069], [1.033, 2.381, -0.025], [0.341, -0.048, -0.485]],
  "lowdin_charge": [-0.178, -0.608, 0.623, 0.067, 0.070, 0.075, 0.068, 0.063, -0.213, 0.032],
  "e_homo_ev": -10.137,
  "smiles": "CCCl.F",
  "lumo_energy_ev": 0.9,
  "relative_energy_kcal_mol": 16.8,
  "homo_lumo_gap_ev": 11.04
}

[6]
{
  "formula": "C2H6ClN2",
  "method": "ωB97M-V/def2-TZVPD",
  "symbols": ["C", "C", "N", "N", "Cl", "H", "H", "H", "H", "H", "H"],
  "positions_angstrom": [[-0.575987, -1.426481, -0.564660], [0.360685, 0.458749, -0.071299], [-1.241740, -2.252240, 0.088842], [1.489793, 0.105672, 0.522762], [0.312590, -1.949783, -1.896937], [-0.535217, 0.885337, 0.414112], [0.316558, 0.718273, -1.143253], [-1.480743, -3.169724, -0.245387], [-1.851161, -1.886079, 0.802853], [1.396160, -0.232503, 1.496389], [2.125762, -0.529607, 0.035464]],
  "forces_ev_per_angstrom": [[2.530, 3.378, -1.073], [-2.422, -0.894, -1.597], [-2.216, -1.259, 1.069], [0.035, -1.142, 1.416], [-0.027, -0.564, -0.404], [1.193, -0.107, 0.511], [0.715, -0.189, 0.673], [0.171, -0.741, -0.079], [-0.056, -0.071, 0.437], [0.138, 0.768, -0.674], [-0.059, 0.821, -0.279]],
  "lowdin_charge": [-0.619, -0.085, 0.116, 0.071, 0.765, 0.116, 0.098, 0.133, 0.141, 0.142, 0.121],
  "e_homo_ev": -14.177,
  "lumo_energy_ev": -4.1,
  "total_charge": 1,
  "relative_energy_kcal_mol": 56.8,
  "homo_lumo_gap_ev": 10.05
}

[7]
{
  "formula": "C2H6ClN2P",
  "method": "ωB97M-V/def2-TZVPD",
  "symbols": ["Cl", "N", "C", "C", "N", "P", "H", "H", "H", "H", "H", "H"],
  "positions_angstrom": [[2.888956, 0.712526, 0.160154], [1.226561, 0.230207, 0.351702], [0.153089, 1.023818, -0.198063], [-1.124070, 0.152821, 0.081475], [-0.736800, -1.146069, -0.361165], [0.908157, -1.551350, -0.193359], [0.172416, 1.541410, -1.218180], [0.174933, 1.925028, 0.428405], [-1.410503, 0.143463, 1.211488], [-2.038812, 0.590067, -0.358801], [-1.288058, -1.578961, -1.149379], [1.074128, -2.042955, 1.245718]],
  "forces_ev_per_angstrom": [[-0.811, 0.087, -0.312], [0.037, -2.600, -0.873], [-0.771, 2.478, 0.617], [0.077, 1.589, 1.896], [-0.975, -1.989, -1.616], [0.305, 1.217, 1.609], [0.343, -1.675, 0.545], [-0.494, -0.019, 0.198], [0.938, 0.065, -1.613], [0.611, -0.502, -0.429], [1.214, 0.802, 1.380], [-0.474, 0.548, -1.402]],
  "lowdin_charge": [0.490, -0.777, -0.359, -0.292, -0.358, 0.809, 0.121, 0.094, 0.130, 0.111, 0.100, -0.069],
  "e_homo_ev": -8.485,
  "smiles": "ClN1CCNP1",
  "lumo_energy_ev": 0.9,
  "relative_energy_kcal_mol": 31.9,
  "homo_lumo_gap_ev": 9.34
}

[8]
{
  "formula": "C2H6ClNO3S",
  "method": "ωB97M-V/def2-TZVPD",
  "symbols": ["C", "C", "N", "O", "O", "O", "S", "Cl", "H", "H", "H", "H", "H", "H"],
  "positions_angstrom": [[1.636731, 1.151939, 0.819223], [-0.494410, 0.798076, 0.041149], [-1.408843, -1.363703, -1.112743], [0.681836, -1.562016, 0.411907], [-1.625656, -1.250541, 1.306124], [0.365386, 1.555153, 0.714239], [-0.633208, -1.022058, 0.273709], [-2.036596, 1.369946, -0.253975], [1.856655, 0.884446, -0.340727], [1.707872, 0.118360, 1.273800], [2.260114, 2.043080, 1.080159], [1.028544, 0.676667, -1.498198], [-2.310957, -1.601348, -0.794355], [-1.027470, -1.798000, -1.920308]],
  "forces_ev_per_angstrom": [[2.452, -1.331, -1.587], [2.801, -0.827, -1.167], [0.579, 0.253, 1.001], [-0.130, -0.275, -0.372], [0.747, 0.201, -0.679], [-3.615, 0.423, 0.181], [-0.195, 0.580, 0.656], [-0.670, 1.289, 0.004], [0.105, 0.258, 0.778], [0.591, 1.655, 0.040], [-0.456, -1.256, 0.432], [-1.455, -0.107, 1.433], [-1.328, -0.605, -0.411], [0.574, -0.258, -0.308]],
  "lowdin_charge": [-0.154, -0.860, -0.074, -0.306, -0.313, -0.187, 0.529, 0.786, 0.034, 0.105, 0.120, 0.181, 0.054, 0.086],
  "e_homo_ev": [-8.834, -8.871],
  "lumo_energy_ev": [-0.6, -0.6],
  "relative_energy_kcal_mol": 115.0,
  "homo_lumo_gap_ev": [8.20, 8.24]
}

[9]
{
  "formula": "C2H6F2InO2",
  "method": "ωB97M-V/def2-TZVPD",
  "symbols": ["In", "F", "F", "C", "C", "O", "O", "H", "H", "H", "H", "H", "H"],
  "positions_angstrom": [[1.377876, -0.465815, -1.783955], [3.049667, 0.436499, 0.256690], [0.736534, -1.614226, -4.244734], [-0.769772, 0.905386, 0.758252], [-0.611765, -0.595914, 0.892503], [-0.149779, -1.140925, -0.378169], [0.121913, 1.503137, -0.114248], [-0.802643, 1.299978, 1.777655], [-1.740522, 1.257576, 0.394896], [-1.533534, -1.017841, 1.288116], [0.203890, -0.850521, 1.569728], [-0.403694, -2.046133, -0.590332], [0.521826, 2.328797, 0.173598]],
  "forces_ev_per_angstrom": [[0.364, 0.507, 0.691], [-1.857, -1.106, -2.471], [0.803, 1.435, 3.112], [-2.061, 0.714, 0.737], [1.164, 0.716, 0.789], [0.073, -0.374, -1.603], [1.727, -0.522, -1.478], [0.747, 0.049, 0.057], [-0.391, -0.954, -0.110], [-0.077, -0.361, -0.655], [-0.119, 0.217, 0.176], [-0.499, -0.229, 0.410], [0.125, -0.093, 0.347]],
  "lowdin_charge": [1.589, -0.431, -0.421, -0.232, -0.106, -0.170, -0.081, 0.150, 0.140, 0.153, 0.142, 0.133, 0.132],
  "e_homo_ev": -15.619,
  "lumo_energy_ev": -9.8,
  "total_charge": 1,
  "relative_energy_kcal_mol": 87.4,
  "homo_lumo_gap_ev": 5.81
}

[10]
{
  "formula": "C2H6F2Si",
  "method": "ωB97M-V/def2-TZVPD",
  "symbols": ["C", "C", "F", "F", "Si", "H", "H", "H", "H", "H", "H"],
  "positions_angstrom": [[-2.567937, 0.769740, -0.137234], [1.691576, 0.314084, 0.205330], [1.104220, 1.512738, -0.166132], [1.218914, -2.231270, 1.026442], [0.589517, -1.217096, -0.018942], [-2.814132, 0.545482, -1.178937], [-2.537476, -0.089247, 0.620817], [-1.835985, 1.436558, 0.051004], [2.027551, 0.430618, 1.400371], [2.597860, 0.181355, -0.419866], [0.525894, -1.652967, -1.382853]],
  "forces_ev_per_angstrom": [[-1.196, -4.086, 0.362], [1.281, 0.212, 2.624], [-0.206, -0.002, -0.139], [0.377, -0.853, 0.175], [-0.930, 1.690, 0.865], [-0.144, 0.110, 0.503], [-0.599, 1.290, -1.271], [2.089, 2.581, 0.457], [-0.779, -0.484, -3.201], [-0.174, 0.166, 0.481], [0.282, -0.624, -0.855]],
  "lowdin_charge": [0.069, -0.369, -0.144, -0.236, 0.669, -0.009, -0.008, -0.089, 0.136, 0.066, -0.085],
  "e_homo_ev": [-9.173, -8.062],
  "lumo_energy_ev": [-0.8, -0.1],
  "relative_energy_kcal_mol": 177.9,
  "homo_lumo_gap_ev": [8.35, 8.01]
}

| no. | DFT total energy (eV) | F_max (eV/Å) |
| --- | --- | --- |
| 1 | -35485.113 | 2.05 |
| 2 | -40040.343 | 5.12 |
| 3 | -37993.332 | 3.68 |
| 4 | -29263.588 | 1.24 |
| 5 | -17410.656 | 2.70 |
| 6 | -17665.148 | 4.35 |
| 7 | -26960.662 | 2.74 |
| 8 | -33155.986 | 3.64 |
| 9 | -16861.170 | 3.52 |
| 10 | -15480.649 | 4.27 |